1:
A structure of composition C39H44AsClInN2O2P2. Source: OMol25; level of theory: ωB97M-V with the def2-TZVPD basis set.

Geometry as XYZ:
```
92
Properties=species:S:1:pos:R:3:lowdin_charge:R:1
In 0.177 0.821 0.025 0.14
O -0.601 3.410 3.230 0.09
C -0.228 2.521 2.488 -0.57
O -0.383 2.504 1.195 -0.19
C 0.498 1.313 3.058 -0.21
C 0.855 1.289 4.388 0.01
C 1.574 0.235 4.922 -0.01
C 1.905 -0.800 4.028 -0.02
C 1.464 -0.731 2.718 -0.14
N 0.783 0.317 2.234 0.02
H 0.577 2.159 4.997 0.14
H 1.841 0.217 5.963 0.12
H 2.440 -1.656 4.392 0.11
H 1.617 -1.531 1.994 0.10
C 3.226 2.666 0.850 -0.20
P 2.678 1.337 -0.303 0.84
C 3.751 -0.032 0.249 -0.24
C 3.187 1.726 -1.986 -0.38
C 4.228 1.029 -2.626 -0.09
C 4.592 1.382 -3.899 -0.06
C 3.935 2.429 -4.566 -0.04
C 2.982 3.165 -3.893 -0.07
C 2.550 2.800 -2.637 -0.37
P 1.191 3.613 -1.644 0.86
C 1.957 5.276 -1.390 -0.25
C -0.088 4.078 -2.869 -0.30
H 4.229 2.942 0.542 0.06
H 3.212 2.285 1.844 0.04
H 2.534 3.501 0.805 0.02
H 4.792 0.269 0.286 0.06
H 3.595 -0.892 -0.421 0.04
H 3.430 -0.317 1.247 0.02
H 4.736 0.254 -2.087 0.09
H 5.339 0.807 -4.424 0.11
H 4.234 2.608 -5.564 0.10
H 2.479 3.969 -4.430 0.11
H 2.072 5.741 -2.331 0.02
H 2.928 5.168 -0.899 0.04
H 1.316 5.882 -0.738 0.05
H 0.306 4.718 -3.660 0.04
H -0.809 4.635 -2.258 0.05
H -0.656 3.219 -3.281 0.00
C 0.496 -4.510 -2.039 -0.01
C 1.384 -3.224 -2.191 -0.54
C 1.039 -2.424 -3.484 -0.02
C 2.853 -3.618 -2.194 -0.04
C 1.146 -2.325 -1.063 -0.12
N 0.896 -1.546 -0.261 0.18
H 0.725 -5.184 -2.888 0.11
H -0.554 -4.297 -2.012 0.03
H 0.769 -5.064 -1.148 0.09
H 1.352 -2.959 -4.386 0.10
H 1.522 -1.465 -3.460 0.07
H -0.035 -2.261 -3.601 0.08
H 2.988 -4.294 -3.031 0.09
H 3.124 -4.151 -1.287 0.10
H 3.556 -2.795 -2.385 0.09
C -1.281 -3.315 4.474 -0.08
C -1.405 -1.934 4.655 -0.07
C -1.752 -1.119 3.572 -0.12
C -1.894 -1.670 2.297 -0.36
C -1.764 -3.038 2.112 -0.09
C -1.493 -3.842 3.225 -0.08
As -2.166 -0.448 0.786 1.33
C -3.545 0.693 1.440 -0.41
C -4.615 0.179 2.150 -0.12
C -5.538 1.027 2.710 -0.08
C -5.396 2.397 2.568 -0.07
C -4.330 2.935 1.854 -0.05
C -3.383 2.075 1.290 -0.09
C -3.048 -1.486 -0.636 -0.34
C -4.282 -1.042 -1.124 -0.08
C -4.880 -1.648 -2.236 -0.05
C -4.258 -2.739 -2.832 -0.07
C -3.030 -3.207 -2.363 -0.07
C -2.420 -2.566 -1.279 -0.13
H -1.103 -4.011 5.313 0.12
H -1.349 -1.483 5.652 0.12
H -1.915 -0.078 3.772 0.10
H -1.854 -3.470 1.142 0.08
H -1.388 -4.913 3.082 0.11
H -4.690 -0.894 2.335 0.12
H -6.372 0.591 3.287 0.12
H -6.087 3.061 3.105 0.12
H -4.131 4.000 1.811 0.11
H -2.548 2.526 0.738 0.09
H -4.740 -0.195 -0.660 0.09
H -5.798 -1.292 -2.636 0.10
H -4.698 -3.175 -3.698 0.10
H -2.493 -3.990 -2.903 0.10
H -1.451 -2.965 -0.917 0.07
Cl -0.608 0.824 -2.200 0.12
```

Computed properties:
HOMO energy: -10.9 eV
multiplicity: 1
lowest unoccupied orbital energy: -2.39 eV
net charge: +1

***

2:
A structure of composition C39H44AsClInN2O2P2. Source: OMol25; level of theory: ωB97M-V with the def2-TZVPD basis set.

Geometry as XYZ:
```
92
Properties=species:S:1:pos:R:3:lowdin_charge:R:1
In -0.893 -0.314 -0.677 0.19
O 2.990 -0.215 -1.715 0.10
C 1.921 0.188 -1.330 -0.61
O 1.139 -0.461 -0.543 -0.18
C 1.488 1.646 -1.663 -0.19
C 2.441 2.517 -2.136 0.00
C 2.080 3.831 -2.313 -0.04
C 0.771 4.215 -2.073 -0.04
C -0.155 3.243 -1.698 -0.12
N 0.196 1.978 -1.486 0.08
H 3.479 2.198 -2.310 0.14
H 2.808 4.555 -2.637 0.12
H 0.440 5.269 -2.185 0.13
H -1.211 3.526 -1.548 0.11
C -2.906 0.288 2.347 -0.25
P -1.861 1.214 1.197 0.85
C -0.818 2.283 2.284 -0.22
C -2.983 2.368 0.335 -0.37
C -3.237 3.622 0.894 -0.07
C -4.040 4.569 0.256 -0.05
C -4.571 4.289 -0.988 -0.05
C -4.278 3.074 -1.598 -0.07
C -3.502 2.107 -0.945 -0.38
P -3.112 0.581 -1.812 0.83
C -4.466 -0.558 -1.556 -0.26
C -3.176 0.923 -3.576 -0.24
H -3.322 0.948 3.111 0.07
H -2.281 -0.441 2.827 0.00
H -3.683 -0.271 1.816 0.04
H -1.385 2.729 3.102 0.06
H -0.322 3.043 1.663 0.06
H -0.099 1.645 2.748 -0.01
H -2.853 3.806 1.871 0.09
H -4.255 5.508 0.721 0.11
H -5.182 5.055 -1.458 0.12
H -4.693 2.915 -2.583 0.10
H -5.365 -0.122 -1.949 0.05
H -4.570 -0.767 -0.486 0.03
H -4.251 -1.533 -2.001 0.06
H -4.162 1.340 -3.883 0.06
H -3.050 0.031 -4.147 0.04
H -2.370 1.599 -3.849 0.05
C 1.160 0.460 -5.822 -0.02
C 1.098 -0.982 -5.264 -0.57
C 2.488 -1.508 -4.907 -0.03
C 0.384 -1.958 -6.214 -0.03
C 0.317 -0.939 -4.002 -0.09
N -0.259 -0.888 -3.016 0.21
H 1.787 0.496 -6.707 0.09
H 1.540 1.131 -5.042 0.08
H 0.127 0.761 -6.090 0.09
H 3.022 -1.635 -5.843 0.09
H 2.430 -2.501 -4.461 0.10
H 3.055 -0.877 -4.225 0.08
H 1.018 -2.126 -7.102 0.10
H -0.594 -1.581 -6.525 0.09
H 0.265 -2.916 -5.748 0.08
C -0.409 -2.143 6.923 -0.09
C 0.231 -3.137 6.189 -0.08
C 0.651 -2.937 4.892 -0.10
C 0.287 -1.743 4.201 -0.37
C -0.389 -0.758 4.935 -0.13
C -0.687 -0.979 6.284 -0.10
As 0.687 -1.285 2.349 1.31
C 2.365 -0.352 2.632 -0.37
C 3.358 -0.790 3.512 -0.09
C 4.436 0.033 3.796 -0.07
C 4.509 1.302 3.259 -0.09
C 3.523 1.776 2.432 -0.08
C 2.466 0.932 2.066 -0.12
C 1.258 -3.022 1.687 -0.39
C 2.429 -3.146 0.887 -0.08
C 2.753 -4.384 0.395 -0.10
C 1.946 -5.470 0.602 -0.10
C 0.773 -5.340 1.322 -0.08
C 0.474 -4.128 1.942 -0.16
H -0.630 -2.278 7.975 0.11
H 0.495 -4.048 6.721 0.11
H 1.246 -3.676 4.337 0.10
H -0.609 0.186 4.470 0.07
H -1.222 -0.182 6.837 0.11
H 3.238 -1.756 3.986 0.10
H 5.166 -0.385 4.488 0.11
H 5.299 1.952 3.590 0.10
H 3.583 2.774 2.008 0.10
H 1.722 1.281 1.356 0.07
H 3.001 -2.286 0.679 0.08
H 3.655 -4.526 -0.201 0.11
H 2.299 -6.437 0.228 0.11
H 0.116 -6.198 1.481 0.11
H -0.443 -4.053 2.558 0.11
Cl -2.118 -2.152 0.122 0.12
```

Computed properties:
HOMO energy: -10.1 eV
multiplicity: 1
lowest unoccupied orbital energy: -2.34 eV
net charge: +1

***

The structure with the least stability is 2.

***

1:
The molecule C3H3ClIN. Source: OMol25; level of theory: ωB97M-V with the def2-TZVPD basis set.

Geometry as XYZ:
```
9
Properties=species:S:1:pos:R:3:lowdin_charge:R:1
C 1.281 1.212 0.304 -0.20
C -0.565 -0.881 0.186 -0.73
C -0.104 0.310 -0.585 -0.74
N 2.150 1.704 0.844 0.08
Cl 0.594 -0.147 -2.133 0.63
I -1.384 -0.341 2.098 0.79
H -1.369 -1.365 -0.366 0.05
H 0.233 -1.599 0.356 0.05
H -0.835 1.107 -0.704 0.07
```

Computed properties:
HOMO energy: -10.2 eV
multiplicity: 1
lowest unoccupied orbital energy: -0.11 eV
structure (SMILES): N#C[C@@H](Cl)CI

***

2:
A cluster of 2 separate species, C3H3ClIN in total. Source: OMol25; level of theory: ωB97M-V with the def2-TZVPD basis set.

Geometry as XYZ:
```
9
Properties=species:S:1:pos:R:3:lowdin_charge:R:1
C 0.819 1.824 -0.182 -0.37
C -0.247 -0.307 0.582 -0.68
C 0.812 0.426 -0.158 -0.85
N 0.800 2.974 -0.149 0.18
Cl 2.285 -0.396 -0.428 0.72
I -2.245 0.079 -0.122 0.76
H -0.094 -1.382 0.527 0.04
H -0.256 0.011 1.627 0.06
H -0.077 0.822 -2.361 0.15
```

Computed properties:
HOMO energy (alpha / beta): -9.8 / -9.2 eV
multiplicity: 1
lowest unoccupied orbital energy (alpha / beta): -1.77 / -0.99 eV

***

The structure with the least stability is 2.